Here is 14 unconnected molecules or ions with the total composition C98H176F24N6O18P2 from OMol25. Energies are from ωB97M-V with the def2-TZVPD basis set.

- LUMO level (eV) = -1.73
- E_tot (eV) = -234060.868
- highest occupied orbital energy (eV) = -6.7

Geometry as XYZ:
```
324
Properties=species:S:1:pos:R:3:forces:R:3:lowdin_charge:R:1
C -7.07028 0.26996 0.53582 -0.4 -0.7 -0.1 -0.092
C -6.65040 -0.20926 -0.86737 0.1 1.2 0.7 -0.231
C -7.54246 0.47585 -1.90169 -0.5 0.1 -0.7 -0.249
C -7.29992 0.02155 -3.34885 0.8 -0.1 0.1 -0.252
P -8.21032 1.00785 -4.55473 0.6 1.7 1.8 0.984
C -9.91550 0.87510 -4.06357 0.2 -0.5 0.3 -0.307
C -11.01508 1.40448 -4.97401 0.7 -0.6 -0.6 -0.234
C -12.32222 0.85911 -4.41730 0.3 1.1 0.6 -0.261
C -12.53923 -0.61196 -4.72016 0.9 1.4 -1.2 -0.074
C -8.02350 0.46078 -6.17659 1.4 -2.1 -1.2 -0.290
C -8.42797 -1.04183 -6.36241 1.0 0.3 -0.6 -0.231
C -8.36628 -1.44895 -7.86386 0.9 -0.2 2.4 -0.252
C -8.93468 -2.85308 -7.97540 0.7 0.3 -0.9 -0.100
C -7.62041 2.79357 -4.49017 1.0 -0.9 0.0 -0.224
C -6.10353 2.87151 -4.14287 -0.1 0.5 -0.1 -0.236
C -5.46821 4.29739 -4.36643 -1.2 -2.3 -0.6 -0.254
C -6.09922 5.45749 -3.63440 -0.6 0.2 0.7 -0.103
H -6.92026 1.32924 0.62697 0.5 0.6 0.1 0.058
H -6.51197 -0.27433 1.31401 -0.3 0.3 -0.2 0.069
H -8.15665 0.18138 0.69928 0.3 -0.5 0.0 0.082
H -6.53349 -1.28933 -0.88983 -0.5 -0.2 -0.4 0.112
H -5.63868 0.19774 -1.02839 -0.2 -0.3 -0.1 0.093
H -7.34408 1.54379 -1.82910 0.2 0.2 0.0 0.099
H -8.63184 0.44200 -1.75484 0.3 -0.6 0.7 0.101
H -7.50786 -1.05471 -3.42057 -0.2 0.3 -0.3 0.119
H -6.23776 0.14351 -3.58779 0.0 -0.1 -0.1 0.085
H -9.92776 1.39886 -3.10831 -0.3 0.1 0.1 0.098
H -10.04780 -0.19550 -3.80289 -0.1 0.4 -0.2 0.114
H -10.85611 1.03152 -6.02235 -0.2 0.5 0.7 0.120
H -10.95094 2.50151 -4.96128 -0.3 -0.3 -0.2 0.121
H -13.10081 1.49097 -4.79983 -0.7 0.0 -0.3 0.102
H -12.29184 1.09597 -3.34124 -0.2 -0.4 -0.2 0.117
H -11.59192 -1.05913 -4.99766 0.3 -0.6 0.6 0.054
H -13.06512 -0.67024 -5.64486 -0.8 -0.2 -0.7 0.072
H -13.08054 -1.09615 -3.96513 -0.5 -1.0 1.0 0.066
H -6.98204 0.65872 -6.55139 -0.9 -0.2 0.3 0.126
H -8.70959 1.00810 -6.76307 -0.7 1.0 -0.8 0.075
H -9.47418 -1.18493 -6.08715 0.1 0.0 0.5 0.089
H -7.74292 -1.70414 -5.80746 -0.5 0.2 0.1 0.115
H -7.30060 -1.49351 -8.14545 -0.5 0.5 -0.3 0.108
H -8.90684 -0.63735 -8.32181 -0.2 -0.2 -1.1 0.102
H -8.28630 -3.59483 -7.52295 0.3 0.1 0.5 0.077
H -8.85570 -3.11207 -9.03744 -1.1 -0.2 0.1 0.082
H -9.88650 -2.93270 -7.46055 -0.4 -0.2 -0.6 0.074
H -8.04635 3.31039 -3.65636 -1.2 0.3 0.2 0.076
H -7.80803 3.28450 -5.46983 -0.2 -0.3 0.7 0.113
H -5.60856 2.13295 -4.77691 0.5 0.1 0.1 0.095
H -5.91780 2.62521 -3.08260 -0.3 -0.2 -0.4 0.104
H -5.52561 4.46126 -5.44311 0.0 0.3 -0.1 0.103
H -4.43706 4.09320 -4.16196 0.8 0.6 0.4 0.094
H -5.91084 5.49866 -2.52859 0.2 -0.1 -1.1 0.074
H -7.22736 5.47728 -3.72192 1.2 0.1 -0.3 0.082
H -5.65025 6.32242 -4.13965 -0.5 0.3 0.6 0.079
C 2.83713 0.89349 -6.17642 0.5 -0.7 -0.8 -0.096
C 3.21836 -0.36669 -5.38757 1.0 0.3 -1.0 -0.255
C 2.12672 -0.99724 -4.56567 -0.5 -0.7 1.5 -0.256
C 0.87412 -1.42966 -5.33482 0.1 0.8 -1.9 -0.264
P -0.14626 -2.80094 -4.75941 0.2 0.9 2.1 0.981
C 0.55890 -4.44157 -4.92902 0.7 0.6 1.1 -0.228
C 1.89759 -4.63628 -4.11392 -1.1 -0.5 -1.2 -0.222
C 3.10441 -4.55747 -5.03821 0.6 0.7 0.9 -0.252
C 4.39477 -4.77230 -4.20605 -0.4 0.0 -0.7 -0.090
C -0.37436 -2.36751 -3.02607 0.7 -0.6 1.3 -0.215
C -0.74817 -0.90585 -2.60338 -0.2 0.2 -1.1 -0.207
C -1.86171 -0.77353 -1.56763 0.6 -1.1 0.4 -0.238
C -3.24500 -1.09268 -2.08640 -0.8 0.6 0.0 -0.092
C -1.66383 -2.70061 -5.64030 -0.7 1.2 -1.7 -0.286
C -2.97941 -3.35910 -5.20751 -0.4 0.3 0.3 -0.206
C -4.14040 -2.91752 -6.16264 -0.1 -0.7 2.1 -0.231
C -4.39889 -1.43379 -6.19763 -0.2 0.1 -0.1 -0.119
H 2.62601 1.71553 -5.51453 -0.4 0.3 0.2 0.047
H 2.01250 0.66055 -6.85788 -0.1 0.3 0.1 0.066
H 3.68868 1.20581 -6.82128 -0.5 -0.3 0.4 0.073
H 4.07611 -0.05639 -4.75286 -0.5 -0.5 -0.2 0.103
H 3.58933 -1.13901 -6.11898 -0.1 0.6 0.6 0.118
H 1.71306 -0.31435 -3.80232 0.7 -0.1 -0.1 0.101
H 2.55376 -1.85976 -4.02372 -0.1 0.3 0.0 0.088
H 1.12283 -1.53204 -6.41956 -0.3 -0.2 0.6 0.112
H 0.18768 -0.55661 -5.27335 0.1 -0.6 -0.3 0.096
H 0.73204 -4.55753 -5.97794 0.2 -0.3 -0.8 0.084
H -0.19004 -5.16670 -4.63018 -0.2 0.0 0.1 0.082
H 1.78183 -5.64826 -3.71281 0.4 0.2 0.3 0.125
H 2.00125 -3.92359 -3.29537 -0.1 -0.2 0.0 0.057
H 3.13887 -3.52940 -5.51604 0.0 -1.2 0.3 0.109
H 3.06355 -5.33365 -5.79415 -0.2 0.1 -0.4 0.103
H 4.56745 -5.83411 -3.94589 -0.2 0.5 -0.1 0.086
H 4.33321 -4.18515 -3.29587 0.1 0.1 0.2 0.049
H 5.21210 -4.40902 -4.82272 0.4 -0.1 0.2 0.065
H 0.63723 -2.58686 -2.54348 -1.2 0.2 -0.6 0.096
H -1.06471 -3.10609 -2.56860 0.1 0.3 -0.2 0.091
H -0.96449 -0.22028 -3.45356 -0.1 -0.5 0.1 0.114
H 0.12488 -0.45281 -2.17909 0.6 0.0 0.3 0.063
H -1.74617 0.20830 -1.11475 -0.3 0.3 0.0 0.099
H -1.61193 -1.50582 -0.77868 -0.2 0.3 -0.1 0.089
H -4.01038 -1.13150 -1.29584 0.4 0.1 0.0 0.047
H -3.29653 -2.09479 -2.49652 0.1 0.0 -0.2 0.039
H -3.59818 -0.33798 -2.81694 0.2 -0.2 0.1 0.072
H -1.36554 -3.08741 -6.65012 -0.4 0.3 0.4 0.117
H -1.84634 -1.58864 -5.79223 0.3 -1.2 0.2 0.103
H -3.31168 -3.12996 -4.16873 0.5 0.1 -0.6 0.087
H -2.86465 -4.44496 -5.16061 -0.2 0.0 -0.3 0.111
H -5.01933 -3.44454 -5.72359 0.4 0.3 -0.7 0.123
H -3.98013 -3.19360 -7.17309 0.2 -0.9 -1.0 0.090
H -5.20350 -1.19119 -6.89203 -0.5 0.0 0.4 0.054
H -3.59761 -0.88492 -6.62120 1.2 0.4 -0.5 0.050
H -4.49668 -1.00216 -5.21766 -0.6 0.2 0.6 0.060
C 4.09542 -3.51661 3.94050 0.2 -0.1 1.3 0.010
N 3.46045 -4.76062 4.51229 0.0 -2.6 -1.5 -0.317
C 2.59077 -5.36273 3.38347 -0.4 0.7 1.5 0.022
C 4.53832 -5.81913 4.76927 0.7 2.2 -1.6 0.032
C 2.65005 -4.56751 5.71188 -1.3 0.8 1.6 -0.120
C 3.49871 -4.19916 6.96036 -0.8 -0.7 -0.2 -0.295
O 4.19700 -3.04114 6.90962 0.6 1.5 -0.3 -0.078
H 3.48530 -2.64157 4.06819 -0.8 0.1 0.5 0.079
H 4.17185 -3.67020 2.89369 0.6 -0.2 -0.9 0.071
H 5.02990 -3.31656 4.46117 0.0 -0.1 -0.3 0.083
H 2.11713 -6.27604 3.76675 0.4 0.1 -0.3 0.111
H 3.18189 -5.46476 2.48322 0.1 -0.2 -0.1 0.087
H 1.81424 -4.62801 3.22015 -0.2 0.0 -0.2 0.086
H 4.92161 -5.97708 3.73999 0.2 -0.4 0.8 0.108
H 4.16568 -6.71454 5.21879 -0.5 -0.3 0.2 0.100
H 5.29538 -5.31315 5.37351 0.0 -0.4 -0.1 0.101
H 1.97176 -5.43696 6.00055 1.2 0.6 -0.9 0.157
H 1.96480 -3.74652 5.45300 0.2 0.0 0.3 0.131
H 4.19968 -4.99779 7.16402 0.3 -0.4 -0.1 0.103
H 2.84751 -4.25506 7.82174 -0.8 0.1 0.3 0.117
H 3.59624 -2.21703 6.76272 0.3 -1.0 -0.4 0.057
C 6.63769 -3.86829 -1.00022 -0.5 -1.4 -0.6 -0.016
N 7.00801 -3.51600 0.36768 0.0 1.9 1.2 -0.296
C 6.26107 -2.26227 0.79800 1.5 -0.2 -0.2 0.023
C 6.67926 -4.53439 1.39044 -0.9 -1.8 -0.7 -0.010
C 8.49637 -3.31888 0.45832 0.1 -0.4 -0.8 -0.100
C 9.10192 -2.02456 0.06148 0.5 1.7 1.6 -0.263
O 8.87949 -1.63350 -1.25799 -0.7 0.3 -0.7 -0.038
H 5.57093 -4.12233 -1.03867 -0.1 0.8 0.0 0.085
H 7.10158 -4.81589 -1.21049 0.5 -0.6 -0.1 0.100
H 7.04182 -3.16726 -1.72982 -0.4 0.3 0.3 0.101
H 6.61572 -1.46929 0.16739 0.0 0.5 -0.3 0.086
H 6.47652 -2.10219 1.84767 0.2 0.1 0.2 0.064
H 5.23330 -2.42588 0.65558 -1.2 -0.5 -0.3 0.062
H 7.45780 -5.28875 1.37673 0.3 -0.1 0.0 0.103
H 5.77663 -5.06533 1.04645 -0.1 0.6 0.3 0.100
H 6.60103 -4.10086 2.39123 0.0 0.2 -0.3 0.077
H 8.90288 -3.99981 -0.30825 0.0 -0.6 0.9 0.145
H 8.75150 -3.51011 1.49177 0.4 -0.2 0.0 0.120
H 10.17293 -2.12894 0.21780 0.2 -0.3 0.2 0.135
H 8.85432 -1.21487 0.78779 -0.3 -0.4 -0.7 0.115
H 9.65049 -1.85381 -1.77249 0.2 0.0 -0.3 0.091
C -1.44604 5.56961 6.82292 0.4 -0.3 -1.0 0.040
N -0.71764 5.76148 5.56213 0.9 0.1 -0.7 -0.096
C -1.13281 5.06192 4.49989 0.9 0.0 -1.3 0.007
C -0.48900 5.16080 3.24133 1.2 1.4 2.0 0.128
C 0.70622 6.00614 3.18763 -2.7 -1.8 0.2 -0.104
C 1.11756 6.67072 4.33891 -1.2 -0.1 -0.2 0.032
C 0.37448 6.55641 5.48817 -0.4 -0.1 0.3 0.010
C 1.50149 6.07663 1.95921 1.5 0.8 -0.4 -0.104
C 1.88868 7.34438 1.39540 -0.9 -2.2 0.8 0.057
C 2.79598 7.29786 0.40331 0.7 0.0 -1.4 -0.014
N 3.38136 6.14738 -0.02275 -0.9 0.5 -0.3 -0.042
C 3.02761 4.96057 0.48010 0.3 0.8 -0.3 0.032
C 2.11266 4.91396 1.50198 -0.8 0.7 0.5 0.051
C 4.32730 6.25903 -1.16940 0.8 -1.7 1.2 0.046
H -2.38625 5.08975 6.54493 0.3 -0.2 0.6 0.106
H -1.64379 6.54360 7.17619 -0.3 1.0 0.9 0.089
H -0.78311 5.01074 7.46898 -0.4 -0.3 0.4 0.117
H -1.94767 4.40867 4.77617 -0.2 -0.1 -0.9 0.109
H -0.95992 4.71966 2.36060 0.1 -0.1 -0.5 0.075
H 1.92772 7.35305 4.30407 0.8 0.3 0.1 0.126
H 0.61091 7.09805 6.39029 0.1 0.0 0.1 0.146
H 1.39486 8.23090 1.72614 0.0 0.5 -0.1 0.125
H 3.05668 8.08855 -0.28085 0.0 0.7 0.6 0.136
H 3.44297 4.10537 0.00220 0.5 -0.8 -0.3 0.099
H 1.92883 4.00161 2.03621 -0.1 -0.3 -0.3 0.113
H 5.33204 6.40850 -0.71021 -0.7 0.0 -0.6 0.106
H 4.06308 7.03560 -1.86575 -0.3 0.3 0.0 0.097
H 4.29000 5.26031 -1.63302 0.2 0.4 -0.1 0.079
C 6.61497 0.63424 2.37412 0.5 1.3 -1.0 0.015
N 5.15295 0.57282 2.28171 -0.3 0.4 0.5 -0.022
C 4.46299 1.24989 1.37145 -0.1 -0.3 -0.8 -0.010
C 3.08804 1.21791 1.26114 0.8 0.6 -0.7 0.029
C 2.37388 0.52002 2.18635 -0.2 -0.5 1.5 -0.109
C 3.08842 0.00630 3.28251 -0.4 -0.1 -1.4 0.052
C 4.43949 -0.01971 3.24863 0.4 -0.2 1.2 -0.002
C 0.91203 0.49502 2.17171 -1.5 1.0 0.5 -0.090
C 0.26587 1.65358 1.73098 -0.2 -0.4 -0.4 0.049
C -1.10264 1.74530 1.73460 0.6 2.2 -1.7 -0.036
N -1.84243 0.77080 2.12318 -2.7 -1.6 1.0 -0.036
C -1.32069 -0.30872 2.71589 0.5 -0.2 -0.7 0.008
C 0.05467 -0.45888 2.74430 0.0 -0.6 0.2 0.066
C -3.35422 0.86091 1.95281 1.1 -0.9 1.0 0.076
H 6.97861 1.52719 2.94695 -0.8 -0.4 -0.5 0.114
H 7.03477 0.65247 1.34528 -0.4 0.1 0.6 0.112
H 6.95133 -0.25081 2.84613 0.2 -0.9 0.4 0.043
H 4.99745 1.74787 0.61427 0.8 0.6 -0.7 0.109
H 2.69708 1.78764 0.42034 -0.1 -0.4 0.0 0.107
H 2.70595 -0.40026 4.18267 -1.1 -0.5 0.7 0.075
H 4.88311 -0.48652 4.11876 0.9 0.0 -0.3 0.155
H 0.73379 2.47774 1.24224 0.6 0.3 0.0 0.095
H -1.64360 2.59838 1.30963 0.6 0.0 0.1 0.114
H -2.06773 -0.98611 3.11230 0.2 -0.3 0.4 0.111
H 0.36951 -1.38134 3.21507 0.5 0.2 0.0 0.131
H -3.61266 0.31562 1.04004 0.0 0.1 0.1 0.092
H -3.57434 1.91350 1.89403 -0.2 0.2 -0.1 0.063
H -3.73256 0.36421 2.87963 -0.1 0.3 -0.6 0.085
C 5.28904 3.65370 3.64283 2.5 0.2 -0.2 -0.467
O 5.15395 3.90731 2.18413 -1.4 -1.4 -0.7 -0.154
O 6.55240 3.70684 4.00219 -1.4 -0.6 0.6 -0.163
C 4.41427 4.78988 4.19598 1.5 -0.8 2.0 -0.497
F 3.12528 4.50856 3.90791 -0.4 0.9 0.2 0.107
F 4.52909 4.76535 5.56564 -0.6 0.5 -0.9 0.105
F 4.75414 6.06564 3.81856 -0.9 -1.1 0.0 0.117
C 6.25484 4.54105 1.63345 0.0 0.4 -0.2 -0.307
C 6.70167 4.01983 0.28473 0.1 -0.2 0.1 -0.065
H 7.49080 3.24824 0.29440 -0.4 0.2 0.1 0.075
H 5.84982 3.68607 -0.31144 0.0 -0.1 -0.2 0.049
H 7.09086 4.92954 -0.15857 0.5 -0.1 -0.7 0.061
H 7.03024 4.51509 2.40723 0.1 0.4 -0.3 0.114
H 5.89211 5.54118 1.41290 0.3 0.9 0.3 0.089
H 4.75043 2.66805 3.81614 0.0 0.9 0.0 0.149
C 3.08939 2.36668 -2.57757 -1.2 -1.7 -1.1 -0.504
O 3.42831 3.03727 -3.85328 -0.1 0.7 0.9 -0.146
O 3.75331 2.62089 -1.52533 1.2 1.3 1.6 -0.140
C 1.52491 2.55465 -2.39389 -0.2 0.2 -1.1 -0.501
F 0.92427 2.47984 -3.60782 -0.3 0.1 0.0 0.106
F 1.00679 1.52647 -1.68623 0.3 0.0 0.4 0.098
F 1.04128 3.67844 -1.79146 0.8 -0.4 -0.3 0.116
C 4.79970 3.44382 -3.98955 -2.2 1.4 0.9 -0.257
C 4.94008 3.73828 -5.45204 1.8 -0.4 -0.4 -0.074
H 5.94165 4.15593 -5.62928 0.0 -0.3 -0.1 0.077
H 4.83564 2.82168 -6.04035 0.0 0.2 0.1 0.054
H 4.27702 4.48156 -5.85578 -0.7 0.2 0.3 0.074
H 5.39219 2.69336 -3.53487 1.1 -1.0 -0.2 0.104
H 5.01792 4.35288 -3.36056 -0.3 -0.5 -0.6 0.103
H 3.14041 1.25734 -2.86667 -0.2 0.6 0.0 0.129
C 1.91973 -0.47089 6.79084 -1.0 -0.1 0.3 -0.455
O 1.07347 0.54195 6.13373 -0.3 0.8 0.2 -0.096
O 2.63944 -1.23339 5.99203 -0.2 0.5 -0.3 -0.157
C 2.74785 0.14547 7.91811 -1.8 -0.4 1.7 -0.533
F 3.62714 1.06241 7.67775 1.5 0.5 -0.8 0.200
F 1.85347 0.76850 8.78069 0.4 -0.3 0.2 0.062
F 3.30345 -0.86921 8.66487 -0.1 0.9 -0.7 0.113
C -0.15564 0.83645 6.87493 -0.3 1.0 -1.3 -0.202
C -1.13781 1.80617 6.09543 0.5 -0.6 0.1 -0.051
H -0.68664 2.74902 5.75140 0.3 -0.1 0.7 0.038
H -1.43389 1.37316 5.16526 -0.3 -0.8 -0.7 0.032
H -2.10106 2.00292 6.62577 0.9 -0.2 0.0 0.091
H 0.03690 1.33720 7.80630 0.4 0.0 0.4 0.088
H -0.65916 -0.10207 7.08536 -0.3 -0.1 0.0 0.117
H 1.13898 -0.95962 7.39244 0.1 -0.9 0.2 0.139
C -3.60231 -4.88218 -1.57526 -0.2 0.1 0.0 -0.533
O -2.72179 -3.79309 -1.10857 0.7 0.6 0.7 -0.173
O -4.44820 -4.51169 -2.48665 0.2 0.0 0.4 -0.149
C -2.57899 -5.92330 -2.05368 0.0 -2.1 0.2 -0.465
F -3.17464 -7.02060 -2.68403 0.7 1.3 0.9 0.075
F -1.65205 -5.49228 -2.93277 0.0 0.2 0.0 0.100
F -1.88151 -6.43914 -0.96251 -0.4 0.3 -1.2 0.076
C -2.71333 -3.66024 0.32269 -0.4 -0.9 -1.3 -0.246
C -4.02458 -3.12710 0.87532 -0.9 -1.7 0.4 -0.059
H -3.85413 -2.35683 1.56893 0.2 1.2 1.0 0.027
H -4.85971 -2.83307 0.23245 0.7 0.0 -0.6 0.074
H -4.44121 -3.96743 1.44731 -0.2 0.4 0.2 0.083
H -1.88983 -3.04253 0.65742 0.4 0.2 -0.3 0.088
H -2.53525 -4.67966 0.69859 0.1 0.4 0.3 0.110
H -3.92597 -5.33949 -0.58698 -0.6 0.1 -0.7 0.148
C -4.51530 -1.41333 4.61982 -0.4 -0.3 0.1 -0.521
O -5.67765 -0.53536 4.93883 0.6 -0.9 -0.7 -0.099
O -3.39914 -0.78532 4.49404 0.4 0.7 -0.5 -0.155
C -4.47576 -2.42581 5.73387 1.1 -0.7 2.9 -0.510
F -3.43166 -3.35223 5.67380 -1.1 1.1 -0.4 0.080
F -4.35526 -1.86800 6.99493 0.1 -0.2 -1.1 0.091
F -5.59762 -3.14025 5.79230 -0.6 -0.6 -0.2 0.129
C -6.93634 -0.90371 4.37804 0.8 0.3 0.3 -0.305
C -7.60972 0.41605 4.24515 -1.3 0.6 -0.1 -0.099
H -8.65844 0.33820 3.89803 0.4 0.0 0.0 0.078
H -7.65065 0.89889 5.23163 0.2 0.0 -0.3 0.082
H -7.02797 1.02525 3.55211 -0.1 0.2 0.1 0.058
H -7.46864 -1.54815 5.05197 -0.4 -0.5 0.5 0.103
H -6.88615 -1.45316 3.42423 0.4 0.2 0.0 0.109
H -4.86088 -2.06424 3.78846 -0.1 0.2 -0.7 0.132
C 7.87815 -2.10728 4.26373 0.4 -0.1 -0.5 -0.408
O 8.74778 -1.29775 3.31594 0.6 -0.3 0.1 -0.165
O 6.74704 -2.40179 3.70262 -0.4 0.3 0.1 -0.197
C 8.68477 -3.45105 4.54472 -1.8 2.5 0.9 -0.595
F 8.67101 -4.39772 3.61282 0.1 -0.2 -0.7 0.140
F 9.92474 -3.12073 4.80811 1.7 -0.5 0.6 0.160
F 8.10483 -4.00450 5.63129 0.3 -0.4 0.3 0.121
C 9.25629 -0.06779 3.82428 -0.9 0.4 0.3 -0.287
C 9.83586 0.87414 2.78492 1.1 1.6 1.0 -0.081
H 10.80334 0.60824 2.39481 0.4 -0.4 -0.3 0.059
H 9.19488 1.18306 1.97602 -0.5 -0.5 -0.4 0.043
H 10.01696 1.88539 3.29279 -0.2 -1.4 -0.3 0.111
H 9.89593 -0.16743 4.72719 0.0 -0.2 -0.7 0.132
H 8.39317 0.51109 4.12707 -0.3 0.1 0.9 0.086
H 7.83564 -1.48071 5.22659 0.2 -0.9 -0.8 0.173
C -2.88530 4.74624 0.50020 0.3 1.9 2.1 -0.483
O -3.45788 4.09563 1.72269 -1.1 -0.4 0.0 -0.163
O -1.59546 4.64760 0.64635 -0.2 -0.2 -1.1 -0.168
C -3.58607 4.18571 -0.72104 0.7 -1.3 0.0 -0.568
F -4.90588 4.28415 -0.54456 -1.0 0.3 -0.3 0.116
F -3.27226 4.81831 -1.86141 0.0 0.1 0.1 0.142
F -3.35765 2.86276 -0.93006 0.2 0.1 0.0 0.119
C -4.80959 4.32718 2.21506 1.8 1.1 -1.1 -0.272
C -4.74036 4.36699 3.68801 -1.4 -0.9 1.9 -0.092
H -5.72789 4.09468 4.11631 0.2 0.3 -0.3 0.087
H -4.13409 3.56663 4.14183 0.3 0.4 -0.4 0.081
H -4.54771 5.35824 4.08088 0.6 0.1 0.1 0.069
H -5.51008 3.59089 1.88096 -0.3 -0.6 -0.5 0.094
H -5.11755 5.31391 1.85170 -0.3 -0.1 -0.1 0.117
H -3.29975 5.82527 0.54104 0.2 -0.7 -0.1 0.161
C 2.64219 -3.79794 -0.59349 0.8 -0.7 0.8 -0.416
O 2.94240 -2.73199 -1.59246 -0.3 -1.5 0.5 -0.166
O 3.65804 -4.36261 0.04180 -0.2 1.0 -0.3 -0.183
C 1.56540 -3.24244 0.51171 0.4 -1.1 -3.1 -0.540
F 1.99332 -2.92213 1.71809 0.7 1.0 0.4 0.136
F 0.84975 -2.20221 -0.01212 -0.2 -0.1 0.7 0.106
F 0.73851 -4.26892 0.70923 -1.0 -0.3 0.2 0.134
C 3.40880 -1.53982 -1.05329 -0.4 1.0 -0.7 -0.282
C 4.53267 -0.96396 -1.90995 0.9 0.7 1.2 -0.036
H 4.27661 -1.05803 -2.94883 -0.2 0.0 -0.4 0.038
H 4.57915 0.11511 -1.64654 0.2 -0.4 -0.4 0.074
H 5.56142 -1.36900 -1.80191 -0.8 -0.1 0.2 0.063
H 3.61781 -1.68570 0.01247 0.2 0.4 -0.1 0.100
H 2.58394 -0.80196 -1.18427 0.3 -0.1 0.6 0.113
H 2.14330 -4.53798 -1.27303 -0.5 0.6 0.6 0.137
```
Forces are in eV/Å.